This record from the Open Molecules 2025 dataset describes a molecular structure, C5H12NO at a distorted geometry. The level of theory is ωB97M-V/def2-TZVPD.

```
19
Properties=species:S:1:pos:R:3:lowdin_charge:R:1
C -3.0617 0.0376 0.1772 0.056
C -1.7018 0.5502 0.6161 -0.565
C -0.6380 -0.2011 -0.0402 -0.207
C 0.7049 -0.0263 0.6239 -0.195
C 1.7891 -0.3192 -0.3846 -0.451
O 1.5931 -0.3523 -1.6477 0.023
N -1.4618 1.5904 1.4596 -0.007
H -3.3691 -0.9435 -0.1461 0.069
H -3.8816 0.4391 0.8103 0.086
H -2.3232 1.0123 -0.4870 0.208
H 4.2500 -1.5715 -1.2622 0.017
H -1.1624 -1.2107 -0.2788 0.155
H -0.5016 0.2882 -1.0179 0.126
H 0.7985 -0.6811 1.4852 0.112
H 0.8543 1.0592 1.0125 0.140
H 2.7417 0.3722 -0.1208 0.176
H 2.2265 -1.3027 0.0330 0.147
H 4.7896 -1.1811 -1.6648 0.044
H -1.6464 2.4402 0.8322 0.068
```

## Properties
gap between HOMO and LUMO (spin up / spin down)	8.011 / 5.934	eV
charge	0
multiplicity	2
energy above the lowest of the compared OMol25 structures with the same formula, charge and spin	6.7750	eV
DFT total energy	-327.37811	Ha
LUMO level (spin up / spin down)	0.37 / -1.71	eV
<S²>	0.76
HOMO level (spin up / spin down)	-0.281 / -0.281	hartree



This record from the Open Molecules 2025 dataset describes 2 unconnected molecules or ions with the total composition C5H12NO at a distorted geometry. The level of theory is ωB97M-V/def2-TZVPD.

```
19
Properties=species:S:1:pos:R:3:lowdin_charge:R:1
C 0.2259 -1.3886 -1.4947 -0.015
C -1.6663 -2.2241 -0.2158 0.198
N -0.8304 -1.2832 -0.5025 0.008
H 1.2418 -1.5197 -1.1263 0.114
H 0.2652 -0.4856 -2.0692 0.093
H 0.0021 -2.1346 -2.2844 0.117
H -1.5703 -3.1829 -0.7547 0.135
H -2.3783 -2.0400 0.5854 0.126
H -0.9337 -0.3619 -0.0769 0.071
C 1.1881 2.2577 -0.3456 0.101
C 0.4122 1.5056 0.4766 -0.401
O -0.9564 1.2823 0.0658 -0.059
C 0.8098 0.8605 1.7923 -0.037
H 2.2250 2.3954 -0.1131 0.073
H 0.6334 2.6721 -1.1852 0.083
H -1.4649 1.5879 0.8346 0.127
H 1.8953 0.7329 1.8407 0.089
H 0.5776 1.4740 2.6721 0.093
H 0.3239 -0.1477 1.9008 0.084
```

## Properties
gap between HOMO and LUMO	8.373	eV
charge	+1
multiplicity	1
energy above the lowest of the compared OMol25 structures with the same formula, charge and spin	1.5577	eV
DFT total energy	-327.40234	Ha
LUMO level	-4.82	eV
HOMO level	-0.485	hartree



This record from the Open Molecules 2025 dataset describes 2 unconnected molecules or ions with the total composition C5H12NO at a distorted geometry. The level of theory is ωB97M-V/def2-TZVPD.

```
19
Properties=species:S:1:pos:R:3:lowdin_charge:R:1
O -1.9524 0.0093 0.1308 0.233
C -1.1970 0.7384 -0.3824 -0.090
C 0.3665 0.4234 -0.5492 -0.298
C 0.7418 -0.9378 0.1296 -0.104
C 0.3564 -1.0457 1.6012 -0.223
C 1.1266 -0.0830 2.5005 -0.077
N 0.3306 0.1872 -1.8886 0.333
H -1.4642 1.7270 -0.7618 0.172
H 0.9618 1.2526 -0.1571 0.158
H 0.2238 -1.7199 -0.4406 0.137
H 1.7938 -1.1409 -0.0731 0.141
H 0.4806 -2.0859 1.9033 0.135
H -0.7141 -0.8338 1.6668 0.099
H 0.9813 0.9519 2.1806 0.072
H 0.8374 -0.1632 3.5435 0.086
H 2.2011 -0.2770 2.4509 0.087
H 0.9525 0.8153 -2.4312 0.140
H -0.4707 2.3918 -7.5776 -0.002
H -1.0551 2.8419 -7.6357 0.002
```

## Properties
gap between HOMO and LUMO	7.026	eV
charge	+1
multiplicity	1
energy above the lowest of the compared OMol25 structures with the same formula, charge and spin	6.1219	eV
DFT total energy	-327.23461	Ha
LUMO level	-8.74	eV
HOMO level	-0.580	hartree



This record from the Open Molecules 2025 dataset describes 2 unconnected molecules or ions with the total composition C5H12NO at a distorted geometry. The level of theory is ωB97M-V/def2-TZVPD.

```
19
Properties=species:S:1:pos:R:3:lowdin_charge:R:1
C 0.9699 1.1653 0.3404 -0.092
C -1.5702 -0.2405 0.6501 0.125
C 2.1405 0.6291 0.0708 -0.216
C 0.2791 2.3652 0.6975 -0.132
C -0.3889 -2.2163 -0.1010 0.009
N -1.5033 -1.2558 -0.4247 -0.037
O 2.4309 -0.5744 -0.4768 -0.020
H -0.5592 0.3108 0.5278 0.026
H -2.4600 0.3196 0.5462 0.074
H 2.9053 1.2961 0.3859 0.124
H -0.4595 2.7655 0.0800 0.049
H 1.0805 3.2068 0.5705 0.137
H -0.3360 2.3167 1.7249 0.141
H 0.6623 -1.6706 -0.1123 0.127
H -0.5962 -2.7942 0.7112 0.062
H -0.3289 -3.0689 -0.8301 0.120
H -2.4957 -1.6345 -0.4456 0.208
H -1.4183 -0.7569 -1.2426 0.133
H 3.3259 -0.5815 -0.9455 0.164
```

## Properties
gap between HOMO and LUMO (spin up / spin down)	8.506 / 6.580	eV
charge	+1
multiplicity	1
energy above the lowest of the compared OMol25 structures with the same formula, charge and spin	7.1170	eV
DFT total energy	-327.19804	Ha
LUMO level (spin up / spin down)	-4.11 / -5.22	eV
HOMO level (spin up / spin down)	-0.463 / -0.433	hartree



Q: Which of these has the lowest energy above the lowest of the compared OMol25 structures with the same formula, charge and spin?
A: number 2